Record 1
# C22H24AuN4OP2

C22H24AuN4OP2 as an isolated structure (ωB97M-V/def2-TZVPD, OMol25).

Computed properties:
- Charge: +1
- LUMO (spin up / spin down): -4.7738 / -5.8248 eV
- Spin multiplicity: 3

Atoms and positions in Å:
C -0.134 -2.647 -3.247
C 0.291 -1.603 -2.432
C -0.578 -0.532 -2.173
C -1.874 -0.571 -2.676
C -2.284 -1.598 -3.520
C -1.423 -2.655 -3.773
C -2.783 0.438 -2.137
C -2.193 1.748 -1.850
C -0.889 1.703 -1.358
C -0.328 2.820 -0.721
C -1.099 3.973 -0.594
C -2.399 4.023 -1.083
C -2.925 2.935 -1.773
H 0.540 -3.492 -3.416
H -3.309 -1.630 -3.891
H -1.740 -3.507 -4.377
H -3.771 0.495 -2.611
H -0.712 4.818 -0.036
H -3.017 4.919 -0.939
H -3.948 2.944 -2.153
N -0.316 0.438 -1.203
Au 0.097 -0.340 0.805
C 1.638 -1.661 -1.729
H 2.156 -0.690 -1.801
H 2.263 -2.480 -2.130
C 1.041 2.711 -0.034
H 1.755 2.225 -0.727
H 1.392 3.718 0.285
P 1.489 -2.025 0.058
P 0.971 1.718 1.480
C 0.023 2.628 2.669
H -0.010 2.060 3.608
H 0.521 3.593 2.839
H -1.003 2.792 2.321
C 2.655 1.538 2.068
H 2.974 2.520 2.435
H 2.682 0.803 2.878
H 3.310 1.203 1.256
C 0.796 -3.676 0.207
H 1.508 -4.395 -0.227
H 0.634 -3.898 1.273
H -0.163 -3.727 -0.329
C 3.152 -2.031 0.742
H 3.095 -1.998 1.845
H 3.643 -2.968 0.418
H 3.716 -1.154 0.375
C -2.273 0.202 0.428
O -2.688 0.918 1.273
H -2.918 0.073 -0.698
N 0.986 -1.185 2.836
C 0.865 -1.577 3.929
N 0.947 -1.887 5.189
C 0.141 -2.673 5.844
N -0.500 -3.357 6.578



Record 2
# C4H10ClMg2O2

C4H10ClMg2O2 as an isolated structure (ωB97M-V/def2-TZVPD, OMol25).

Computed properties:
- Charge: +3
- LUMO: -14.7156 eV

Atoms and positions in Å:
Mg -6.304 1.802 2.471
Mg -4.112 -1.800 2.554
Cl -4.343 0.611 2.362
C -1.637 0.998 -0.234
O -0.496 0.127 -0.441
C 0.686 0.899 -0.599
C 1.868 0.047 -0.207
O 1.735 -1.365 -0.595
C 2.894 -2.079 -0.744
H -1.577 2.079 -0.108
H -2.006 0.659 0.734
H -2.356 0.903 -1.047
H 0.663 1.847 -0.062
H 0.733 1.243 -1.632
H 2.093 0.134 0.856
H 2.658 0.571 -0.745
H 2.533 -3.006 -1.189
H 3.567 -2.222 0.101
H 3.401 -1.448 -1.475



Record 3
# C3H4N2S

One molecule with the formula C3H4N2S (ωB97M-V/def2-TZVPD, OMol25).

Computed properties:
- LUMO: 0.9777 eV
- SMILES: Sc1cc[nH]n1

Atoms and positions in Å:
C 0.809 0.023 -0.129
C -0.041 1.074 -0.064
C -1.326 0.534 -0.122
H 2.684 -1.377 0.162
H 0.132 2.115 0.320
H -2.148 1.174 -0.141
H -1.726 -1.605 0.187
N -1.129 -0.851 -0.015
N 0.128 -1.081 -0.129
S 2.617 -0.006 -0.068



Record 4
# C26H28BBr2N11O3SZr

C26H28BBr2N11O3SZr as an isolated structure (ωB97M-V/def2-TZVPD, OMol25).

Computed properties:
- Charge: +3
- LUMO (spin up / spin down): -9.8492 / -9.8490 eV
- Spin multiplicity: 2

Atoms and positions in Å:
Zr -0.236 0.284 0.123
C 2.030 -2.460 1.724
C 0.723 -2.032 2.296
C 0.021 -2.631 3.320
C -1.114 -1.857 3.520
N -1.098 -0.837 2.664
N 0.047 -0.927 1.878
B -1.900 0.498 2.597
N -2.631 0.536 1.117
C -3.978 0.471 1.026
C -4.396 1.205 -0.060
C -3.235 1.730 -0.636
C -3.124 2.677 -1.782
N -2.173 1.309 0.059
N -0.867 1.662 2.604
C -0.550 2.509 3.588
C 0.541 3.265 3.205
C 0.890 2.816 1.942
C 2.017 3.282 1.087
N 0.035 1.833 1.574
N -2.932 0.658 3.636
C -3.645 1.791 3.927
C -4.746 1.422 4.636
C -4.680 0.009 4.714
C -5.628 -0.919 5.408
N -3.618 -0.451 4.085
H 2.450 -3.247 2.347
H 2.739 -1.635 1.687
H 1.918 -2.857 0.714
H 0.310 -3.510 3.871
H -1.930 -1.941 4.221
H -4.544 -0.042 1.791
H -5.413 1.377 -0.372
H -3.674 2.314 -2.649
H -2.089 2.867 -2.055
H -3.569 3.631 -1.495
H -1.114 2.514 4.507
H 1.024 4.042 3.773
H 2.312 4.286 1.382
H 1.750 3.307 0.031
H 2.883 2.628 1.203
H -3.318 2.769 3.608
H -5.498 2.068 5.060
H -5.576 -0.781 6.488
H -5.385 -1.954 5.181
H -6.656 -0.728 5.100
Br -0.769 -2.470 -0.760
C 0.699 -3.160 -1.686
Br 2.126 0.155 -0.722
H 1.442 -2.464 -2.034
H 0.649 -4.221 -1.867
O -2.394 2.948 -10.922
S -1.276 2.195 -10.546
O -0.348 1.518 -11.344
O -0.517 2.906 -9.239
C -0.996 2.009 -8.343
N -1.712 1.176 -9.101
C -2.380 0.142 -8.571
C -2.249 0.001 -7.206
C -1.465 0.920 -6.487
N -0.822 1.952 -7.066
C -1.254 0.787 -5.008
C -0.189 1.440 -4.410
C 0.038 1.247 -3.057
N -0.746 0.479 -2.285
C -1.809 -0.098 -2.861
C -2.089 0.016 -4.210
H -2.952 -0.512 -9.216
H -2.737 -0.832 -6.725
H 0.479 2.073 -4.977
H 0.893 1.710 -2.586
H -2.457 -0.686 -2.226
H -2.963 -0.490 -4.595



Energy above the lowest of the compared OMol25 structures with the same formula, charge and spin values (in kcal/mol) by entry order: 18.0 116.5 40.5 3.6.
Largest force on an atom values (in eV/Å) by entry order: 5.617 4.176 4.510 0.609.
DFT total energy values (in hartree) by entry order: -1965.0197 -1167.9756 -624.3612 -7452.9445.